Entry 1:
C36H28AsBrN3O2PdS as an isolated structure. Source: the OMol25 dataset; level of theory: wB97M-V/def2-TZVPD.

Structure (XYZ):
```
73
Properties=species:S:1:pos:R:3:mulliken_charge:R:1
Pd -0.78943 0.12420 -0.05803 0.10
S -1.61255 -0.66344 2.05715 -0.61
C -0.52789 -1.96324 2.44563 0.57
C -0.94683 -2.97685 3.31140 -0.80
C -0.10365 -4.01720 3.63363 -0.47
C 1.17769 -4.07672 3.10581 -0.82
C 1.61830 -3.06406 2.26656 -0.10
C 0.78398 -2.00699 1.93894 -0.55
As 1.28051 -0.47083 0.84908 1.63
C 2.05395 0.65832 2.24733 -0.06
C 1.93118 2.03850 2.13006 -0.50
C 2.36195 2.86469 3.15321 -0.56
C 2.89976 2.31897 4.30649 -0.53
C 3.03250 0.94523 4.42395 -0.66
C 2.62067 0.11851 3.39528 -0.04
C 2.89516 -1.10241 -0.06420 0.01
C 2.78894 -2.18311 -0.93667 -0.47
C 3.88799 -2.61110 -1.65969 -0.70
C 5.10203 -1.95546 -1.53485 -0.41
C 5.21219 -0.87020 -0.68351 -0.62
C 4.11610 -0.44501 0.04715 -0.22
H -1.94739 -2.93718 3.71319 0.47
H -0.45120 -4.79247 4.30286 0.36
H 1.82444 -4.90492 3.35443 0.40
H 2.62249 -3.09254 1.85123 0.41
H 1.47988 2.45368 1.23128 0.50
H 2.26784 3.93624 3.06500 0.48
H 3.19584 2.95975 5.12514 0.37
H 3.45361 0.51216 5.31952 0.40
H 2.71280 -0.95912 3.47954 0.36
H 1.82540 -2.67686 -1.04386 0.46
H 3.79754 -3.44766 -2.33546 0.38
H 5.95879 -2.28573 -2.10425 0.37
H 6.15162 -0.34446 -0.59786 0.38
H 4.19690 0.41036 0.71091 0.36
O -4.76439 -5.50483 -2.35396 -0.53
C -4.63117 -4.43321 -3.19009 0.74
O -4.90295 -4.57544 -4.36291 -0.63
C -4.15036 -3.19617 -2.59301 0.93
C -3.69536 -3.06404 -1.26837 -1.25
C -3.14257 -1.89450 -0.83133 -0.60
C -3.01044 -0.76111 -1.67672 1.05
C -3.56313 -0.87677 -2.97892 -0.17
C -4.08455 -2.06175 -3.41566 -1.05
N -2.44360 0.34949 -1.18387 -0.60
C -1.76649 1.25131 -2.08135 0.66
C -1.55247 3.24919 -0.49475 -0.09
C -1.03502 4.53824 -0.37927 -0.32
C -0.58992 4.98539 0.85101 -0.80
C -0.69366 4.14217 1.94701 -0.58
C -1.21914 2.87564 1.74442 -0.48
N -1.63180 2.43772 0.56123 0.00
H -4.51869 -5.24403 -1.45725 0.28
H -3.73051 -3.89303 -0.56718 0.15
H -2.76366 -1.82136 0.18435 0.16
H -3.56724 -0.02656 -3.64643 0.39
H -4.45457 -2.15309 -4.42714 0.42
H -2.01362 1.07333 -3.14266 0.46
H -0.98830 5.18313 -1.24343 0.46
H -0.17515 5.97890 0.95025 0.40
H -0.38306 4.45828 2.93270 0.55
H -1.33659 2.17494 2.56628 0.39
Br -0.10412 4.78210 -4.91347 -0.26
C -0.47773 3.53552 -3.46622 0.62
C -1.72720 3.59287 -2.96947 -1.14
C -2.13068 2.75999 -1.80332 0.26
N -0.39083 0.92601 -1.83383 -0.76
C 0.62645 1.64883 -2.26325 -0.19
C 0.63765 2.76327 -3.07001 -0.99
H -2.48257 4.20140 -3.44577 0.42
H -3.22302 2.78530 -1.69479 0.59
H 1.60667 1.24016 -1.98789 0.27
H 1.60269 3.07968 -3.44134 0.35
```

As for the charge: -1. As for the energy: -191550.1488 eV. The frontier orbital gap is 6.696 eV. The value obtained for the molecular weight is 827.95 g/mol.

---

Entry 2:
One molecule with the formula C4H6N2OS. Source: the OMol25 dataset; level of theory: wB97M-V/def2-TZVPD.

Structure (XYZ):
```
14
Properties=species:S:1:pos:R:3:mulliken_charge:R:1
C 0.40211 1.27776 0.42453 -0.18
C 0.72946 0.66331 -0.87718 -0.11
C -0.99924 -0.67298 -0.97176 0.04
C 0.72115 -0.12348 0.36053 -0.19
H -1.22120 2.09195 -0.08405 0.37
H 1.22459 1.90695 0.95296 0.25
H 1.62841 0.69068 -1.51501 0.35
H -1.99611 -1.15256 -1.30029 0.31
H 0.05419 -3.20319 1.24793 0.17
H 1.72056 -0.31083 0.83354 0.33
N -0.49427 0.23069 -1.67690 -0.58
N -0.32892 -1.11938 0.15217 -0.05
O -0.79981 1.73846 0.78232 -0.55
S -0.64092 -2.01738 1.67122 -0.17
```

As for the SMILES: O[C@@H]1[C@@H]2N=CN(S)[C@H]12. As for the energy: -20104.8630 eV. The relative energy (zero: lowest compared OMol25 entry of this formula, charge and spin) comes out at 432.12 kJ/mol. The frontier orbital gap is 9.368 eV. The value obtained for the molecular weight is 130.17 g/mol.

---

Entry 3:
A 7-piece molecular cluster, C16H48N4O10S overall. Source: the OMol25 dataset; level of theory: wB97M-V/def2-TZVPD.

Structure (XYZ):
```
79
Properties=species:S:1:pos:R:3:mulliken_charge:R:1
O -0.54109 -0.90464 -0.64488 -0.21
H -0.55779 -0.06569 -1.15917 0.22
H -0.64253 -1.70162 -1.30159 0.40
H 0.25755 -0.96888 -0.01047 0.44
O 1.23263 -1.03270 1.27629 -1.14
H 0.97225 -0.95682 2.19600 0.11
S 0.04879 -3.05783 -3.39778 1.18
O -0.91797 -3.33165 -4.45908 -0.78
O -0.72384 -2.95353 -2.09845 -0.83
O 1.04318 -4.12551 -3.28554 -0.78
O 0.75074 -1.79288 -3.65071 -0.85
C -0.91518 -5.61376 1.28562 -1.58
C -0.47915 -4.19068 1.65212 1.00
C -0.06421 -3.92191 3.08571 -0.47
O -1.21105 -3.93371 3.98848 -0.31
C -0.79696 -3.57117 5.27514 -0.83
N 0.64768 -3.86716 0.77335 -0.88
H -1.78277 -5.93758 1.87367 0.34
H -0.03901 -6.25742 1.33241 0.38
H -1.35882 -5.62004 0.28839 0.38
H -1.24447 -3.44897 1.37310 0.17
H 0.36719 -2.93223 3.23921 0.10
H 0.58503 -4.74288 3.41045 0.20
H -0.25730 -2.62797 5.41194 0.28
H -0.28295 -4.30369 5.91123 0.31
H -1.74571 -3.44360 5.81145 0.30
H 0.93184 -2.91364 1.03178 0.32
H 0.28221 -3.82273 -0.17828 0.26
C 4.03008 3.36822 -0.85806 -1.69
C 3.10530 2.64928 -1.84549 1.01
C 3.17200 3.12348 -3.27810 -0.98
O 2.27181 2.48838 -4.13741 -0.29
C 2.17913 2.97580 -5.45976 -0.98
N 3.22726 1.19255 -1.65113 -0.85
H 5.07725 3.15048 -1.08691 0.38
H 3.86496 3.13411 0.19171 0.37
H 3.92947 4.45830 -0.90201 0.39
H 2.08145 2.76314 -1.45450 0.11
H 4.20236 2.91667 -3.62101 0.38
H 3.16041 4.21399 -3.40972 0.37
H 1.84511 4.01533 -5.56769 0.33
H 1.46408 2.34309 -5.97612 0.29
H 3.20493 2.97717 -5.84347 0.36
H 3.15394 0.86788 -0.68821 0.33
H 2.34177 0.82567 -1.99415 0.22
C -0.04450 1.74401 5.20279 -1.80
C -0.31967 0.95682 3.94597 1.44
C -1.75254 1.13096 3.53564 -0.67
O -2.76790 0.78267 4.49883 -0.40
C -3.28023 -0.51552 4.24784 -0.50
N 0.50396 1.47214 2.84013 -0.59
H 0.94114 1.54683 5.63327 0.42
H -0.72842 1.59246 6.03887 0.36
H -0.09675 2.80398 4.93222 0.40
H 0.01227 -0.07180 4.12276 -0.37
H -1.94611 0.72967 2.53482 0.22
H -1.95847 2.18112 3.30398 0.34
H -3.58237 -0.57189 3.20035 0.32
H -4.13650 -0.71980 4.89401 0.27
H -2.58100 -1.32304 4.48674 0.10
H 1.32181 1.97293 3.16514 0.21
H 0.87672 0.73538 2.23315 0.29
C -1.95747 0.47877 -4.31609 -1.70
C -0.87529 1.50322 -3.85925 0.70
C -1.46099 2.55549 -2.92020 -0.94
O -2.11159 2.00396 -1.78175 -0.20
C -2.70013 2.92323 -0.90518 -0.75
N 0.24475 0.83895 -3.22606 0.40
H -2.31351 -0.15642 -3.50691 0.26
H -1.70325 -0.09511 -5.20631 0.43
H -2.85059 1.00995 -4.67369 0.51
H -0.55715 1.98964 -4.79178 -0.01
H -2.20403 3.23491 -3.35977 0.49
H -0.62240 3.17573 -2.57531 0.30
H -3.69445 3.19427 -1.28758 0.27
H -2.08746 3.81967 -0.78195 0.35
H -2.90413 2.38789 0.02153 0.14
H 1.09414 1.37475 -3.44041 0.07
H 0.37254 -0.10848 -3.65413 0.15
```

As for the charge: -2. As for the energy: -54638.7639 eV. The frontier orbital gap is 5.486 eV. The value obtained for the molecular weight is 488.64 g/mol.

---

Entry 4:
One molecule with the formula C4H8N2O. Source: the OMol25 dataset; level of theory: wB97M-V/def2-TZVPD.

Structure (XYZ):
```
15
Properties=species:S:1:pos:R:3:mulliken_charge:R:1
N 1.99746 0.08520 -1.37380 -0.39
C 1.66340 -0.56911 -0.25710 0.38
O 2.21790 -1.60401 0.13005 -0.63
C 0.50512 -0.22697 0.60952 -0.28
N -0.50740 0.62366 -0.04221 -0.28
C -1.78564 0.79961 0.63336 -0.33
C -1.69106 -0.00091 -0.61018 -0.52
H 2.65366 -0.36462 -1.99285 0.24
H 1.50933 0.91986 -1.64981 0.24
H 0.71999 -1.39216 0.89631 0.29
H 0.83851 0.30789 1.50206 0.28
H -1.91227 0.26197 1.56809 0.26
H -2.23559 1.79373 0.61013 0.23
H -1.73968 -1.08024 -0.51673 0.27
H -2.06660 0.41148 -1.54708 0.24
```

As for the SMILES: NC(=O)CN1CC1. As for the energy: -9303.2727 eV. The relative energy (zero: lowest compared OMol25 entry of this formula, charge and spin) comes out at 301.08 kJ/mol. The frontier orbital gap is 10.266 eV. The value obtained for the molecular weight is 100.12 g/mol.

---

Entry 5:
C25H36As2BrN2O8P2SiTa as an isolated structure. Source: the OMol25 dataset; level of theory: wB97M-V/def2-TZVPD.

Structure (XYZ):
```
78
Properties=species:S:1:pos:R:3:mulliken_charge:R:1
Ta 0.96924 0.50889 -0.09290 1.00
Br 3.08630 -6.89990 -2.09088 -0.12
C 2.64308 -5.29260 -1.23162 -0.19
C 1.89707 -5.31849 -0.06176 -0.83
C 1.57017 -4.12851 0.56840 -0.18
C 1.95777 -2.91242 0.01535 -0.56
C 2.73882 -2.89302 -1.13420 -0.68
C 3.07935 -4.08333 -1.75484 -0.63
N 1.66535 -1.68442 0.71571 0.83
C 1.99839 -1.65875 1.94401 -0.67
C 1.77286 -0.45329 2.74999 0.64
C 2.12286 -0.41647 4.08305 -0.70
C 1.93039 0.75848 4.80114 -0.75
C 1.39757 1.85093 4.14302 -1.00
C 1.07215 1.74094 2.80196 -0.22
N 1.24243 0.60942 2.11011 0.66
H 1.58462 -6.26219 0.36311 0.48
H 1.01300 -4.16276 1.49466 0.45
H 3.11268 -1.96492 -1.52602 0.57
H 3.69697 -4.06630 -2.64213 0.50
H 2.47790 -2.51012 2.42354 0.70
H 2.54830 -1.29531 4.54839 0.58
H 2.20153 0.81763 5.84646 0.49
H 1.24257 2.79219 4.65091 0.55
H 0.68517 2.58398 2.24969 0.24
C -1.73637 -0.33986 2.77605 -1.50
As -1.26150 -0.86145 0.97394 1.33
C -1.47672 -2.78609 1.06070 -1.27
C -2.80199 -0.38289 -0.08999 0.59
C -4.07483 -0.22738 0.44116 -0.88
C -5.15126 -0.01814 -0.41331 -0.77
C -4.95896 0.01362 -1.78783 -0.80
C -3.68503 -0.14365 -2.31941 -0.70
C -2.60601 -0.33778 -1.46722 -0.32
As -0.77892 -0.46233 -2.06349 1.20
C -0.50441 -2.29394 -2.61993 -1.17
C -0.72866 0.46726 -3.75198 -1.51
H -1.87270 0.73837 2.82639 0.20
H -0.94734 -0.64327 3.46262 0.42
H -2.65846 -0.84419 3.06097 0.65
H -2.53479 -2.99374 0.90968 0.52
H -1.18152 -3.14308 2.04645 0.43
H -0.89156 -3.29125 0.30035 0.24
H -4.24788 -0.26528 1.50962 0.41
H -6.14335 0.11433 -0.00312 0.48
H -5.80200 0.16687 -2.44780 0.45
H -3.54789 -0.10072 -3.39263 0.40
H -1.11122 -2.46455 -3.50782 0.56
H -0.79625 -2.99201 -1.83964 0.28
H 0.55024 -2.43079 -2.85762 0.35
H -1.50100 0.02873 -4.38309 0.69
H 0.24108 0.30996 -4.22182 0.53
H -0.90610 1.52934 -3.61515 0.22
O 1.28518 1.96413 -2.24106 -0.47
P 2.50434 0.94158 -2.67208 1.16
O 2.78098 0.80101 -4.08109 -0.79
O 1.96709 -0.23160 -1.82664 -0.54
O 3.74795 1.55220 -1.82101 -0.51
P 3.57650 1.60669 -0.22586 0.15
O 4.89277 2.24739 0.28091 -0.51
O 3.29071 0.24695 0.34524 -0.14
O 2.27578 2.38921 0.05144 -0.18
H 1.59180 2.85735 -2.01365 0.39
H 5.45958 2.70595 -0.35365 0.36
C -2.08048 3.35896 -1.56363 -0.90
Si -1.21194 3.28308 0.06805 0.96
C -0.00319 4.67562 0.26622 -1.14
C -2.38300 3.16335 1.50572 -0.97
O -0.30036 1.82688 0.09727 -0.18
H -2.72302 4.24287 -1.58601 0.54
H -2.71600 2.48715 -1.73301 0.20
H -1.37626 3.45504 -2.39200 0.21
H -0.54305 5.62530 0.28825 0.50
H 0.70445 4.71897 -0.56360 0.25
H 0.58282 4.61394 1.18556 0.31
H -2.96334 4.08528 1.58866 0.55
H -1.85955 3.03546 2.45589 0.29
H -3.09091 2.34151 1.37882 0.25
```

As for the charge: +2. As for the energy: -265595.4543 eV. The relative energy (zero: lowest compared OMol25 entry of this formula, charge and spin) comes out at 124.82 kJ/mol. The frontier orbital gap is 6.781 eV. The value obtained for the molecular weight is 993.30 g/mol.

---

- Among the records above, which one has the highest energy?
  C4H8N2O